1.
44
Properties=species:S:1:pos:R:3:forces:R:3:lowdin_charge:R:1 method="wB97M-V/def2-TZVPD" energy_ha=-3784.70416 charge=-1 gap_ev="6.126 / 5.515" lumo_ha="0.0867 / 0.0859" spin_multiplicity=2
Cr -0.502 0.987 0.414 -0.82 -0.44 1.17 0.17
Cl 5.345 1.641 0.692 0.13 -0.07 0.09 0.82
S -2.604 0.775 1.825 0.67 -0.12 -1.12 0.30
S -0.985 -1.433 -0.277 -0.40 1.11 0.11 0.32
P -2.624 -0.262 0.090 0.48 -0.12 0.38 -0.12
O -0.612 2.957 0.089 0.89 0.81 -0.08 -0.12
O 2.992 5.545 0.159 -0.34 0.04 -0.02 0.11
O -3.219 0.587 -1.151 0.01 -0.14 0.42 -0.32
O 4.937 4.572 0.552 -0.19 -0.05 -0.05 0.05
O 0.523 4.885 -0.074 0.44 -0.79 0.22 0.05
O -3.903 -1.253 0.163 -0.38 -0.23 -0.08 -0.36
N 2.750 0.934 0.475 -0.48 2.69 -0.11 -0.04
N 1.496 1.500 0.395 0.84 1.02 -0.74 0.05
C 3.742 4.482 0.366 0.28 0.29 -0.02 -0.52
C 1.926 -1.189 1.237 0.34 1.00 0.03 -0.07
C 3.057 3.164 0.359 -0.18 -0.45 0.00 -0.05
C -2.826 -0.696 -3.160 0.00 0.16 0.19 -0.10
C 3.124 -3.214 0.755 -0.02 0.32 0.04 -0.08
C 3.997 -1.104 -0.010 -0.50 0.70 0.08 -0.05
C 1.678 2.854 0.288 1.52 -2.60 0.47 -0.10
C 2.038 -2.556 1.323 0.30 -0.46 -0.14 -0.09
C -2.585 0.608 -2.419 0.44 -0.03 -0.34 -0.32
C -5.282 -2.973 1.044 0.28 0.20 -0.04 -0.08
C 4.101 -2.472 0.102 -0.06 -0.46 0.06 -0.09
C 3.690 1.937 0.476 -0.54 -0.10 0.04 -0.55
C 2.906 -0.438 0.569 0.04 -2.12 0.22 -0.20
C 0.474 3.646 0.098 -2.38 0.73 -0.44 -0.53
C -3.949 -2.256 1.166 0.04 -0.16 0.07 -0.35
H -3.027 1.456 -2.953 0.08 -0.09 0.10 0.12
H -5.290 -3.863 1.667 -0.05 -0.08 0.13 0.07
H -2.326 -1.514 -2.643 0.01 0.01 -0.06 0.02
H 4.954 -2.970 -0.338 0.03 -0.03 -0.05 0.10
H -3.114 -2.953 1.007 -0.12 0.12 0.12 0.09
H -3.894 -0.906 -3.178 -0.09 -0.02 -0.15 0.08
H 1.279 -3.122 1.836 -0.19 -0.04 0.06 0.11
H 3.212 -4.288 0.821 0.00 -0.08 0.02 0.10
H -3.847 -1.788 2.155 0.08 -0.12 -0.14 0.09
H -6.090 -2.310 1.342 -0.14 0.01 0.01 0.07
H 1.094 -0.664 1.699 0.15 -0.19 -0.06 0.07
H -5.436 -3.269 0.010 -0.06 -0.08 -0.12 0.07
H -2.435 -0.628 -4.172 -0.01 -0.02 -0.19 0.07
H 1.992 5.338 0.049 0.24 -0.07 0.02 0.06
H -1.503 0.800 -2.295 -0.38 -0.05 -0.05 0.09
H 4.744 -0.549 -0.552 0.03 0.01 -0.06 0.07


2.
50
Properties=species:S:1:pos:R:3:forces:R:3:lowdin_charge:R:1 method="wB97M-V/def2-TZVPD" energy_ha=-2384.18142 charge=-1 gap_ev=4.089 lumo_ha=0.0832
F 7.052 1.176 -0.809 0.02 -0.01 0.03 0.09
F -0.091 2.413 4.252 0.03 0.02 -0.02 0.08
F 3.880 -0.246 1.389 0.09 -0.03 0.02 0.10
F -1.042 -1.870 -0.274 0.00 -0.03 -0.01 0.11
F 0.823 1.072 2.783 -0.02 -0.04 0.05 0.09
F 4.506 0.526 -1.233 0.02 -0.02 -0.01 0.15
F 0.461 -0.509 0.559 -0.02 -0.03 0.02 0.11
F -0.549 -1.254 3.127 0.03 0.00 0.00 0.09
F -2.066 0.948 3.249 0.02 -0.01 -0.03 0.14
F -2.092 2.978 2.463 -0.11 0.01 0.07 0.12
F 3.240 -3.623 0.765 0.08 -0.08 0.01 0.14
F 5.236 -2.774 0.887 -0.02 0.05 -0.02 0.14
F 3.693 -1.870 2.852 0.01 0.01 -0.02 0.10
F 5.862 -0.144 -2.822 0.04 -0.03 -0.04 0.09
F 6.495 -0.393 0.610 -0.01 0.02 0.01 0.10
F 0.281 -2.819 1.848 -0.01 0.00 0.04 0.07
O 3.785 -2.086 -0.693 -0.07 0.51 0.19 0.06
O -1.425 1.377 1.126 0.56 -0.12 0.20 0.06
N -5.106 0.260 -1.298 0.13 -0.55 -0.08 -0.15
C -3.102 1.265 -2.264 -0.06 -0.10 0.28 -0.32
C -1.836 0.081 0.709 -0.51 0.10 -0.52 -0.04
C -6.279 0.647 -2.069 -0.36 0.30 0.16 -0.33
C -0.752 -1.941 1.983 -0.04 -0.08 -0.04 -0.29
C -2.360 2.245 -2.181 -0.08 -0.38 0.11 -0.01
C -0.016 2.117 2.928 -0.01 0.06 -0.01 -0.28
C -6.548 2.163 -2.112 0.23 -0.05 0.03 -0.11
C 4.866 -1.796 -1.548 0.05 -0.45 -0.36 -0.05
C -0.782 -1.026 0.757 0.09 0.21 -0.01 -0.43
C -1.427 1.790 2.408 -0.17 0.00 -0.07 -0.55
C -3.849 0.076 -2.084 -0.10 0.97 -0.36 -0.29
C 3.360 -1.473 1.599 -0.10 0.04 0.06 -0.28
C 5.451 -0.378 -1.534 -0.20 0.11 0.18 -0.44
C 3.947 -2.482 0.603 0.01 -0.20 -0.08 -0.53
C 6.707 -0.128 -0.693 0.05 -0.01 -0.07 -0.31
H -6.185 0.270 -3.087 0.20 -0.09 0.00 0.09
H -7.165 0.155 -1.645 -0.04 -0.02 -0.05 0.08
H -7.034 2.472 -3.039 -0.09 0.04 0.00 0.05
H -1.684 -2.505 2.055 0.00 0.01 0.02 0.17
H -2.760 -0.227 1.198 0.09 -0.07 0.14 0.15
H 0.381 2.977 2.387 0.01 -0.01 -0.01 0.17
H -4.081 -0.390 -3.044 0.10 -0.40 0.22 0.03
H -7.175 2.475 -1.275 -0.03 0.02 0.03 0.05
H 7.535 -0.743 -1.058 -0.01 -0.01 0.02 0.17
H -1.922 3.202 -2.281 0.07 0.21 -0.13 -0.05
H 4.443 -1.895 -2.546 -0.01 0.00 0.00 0.15
H 5.661 -2.540 -1.462 0.07 0.10 0.11 0.15
H 2.278 -1.435 1.498 -0.01 0.01 0.00 0.14
H -4.929 0.974 -0.602 0.03 -0.05 0.08 0.07
H -2.088 0.197 -0.354 -0.02 0.01 0.04 0.09
H -5.599 2.692 -2.029 0.03 0.05 -0.16 0.05


3.
36
Properties=species:S:1:pos:R:3:forces:R:3:lowdin_charge:R:1 method="wB97M-V/def2-TZVPD" energy_ha=-1607.00073 charge=0 gap_ev=8.687 lumo_ha=0.0165
S 1.315 1.181 1.205 2.24 -2.46 -1.50 0.90
S -5.132 -0.058 1.400 -2.77 0.86 0.20 0.99
F 5.008 1.445 -0.127 1.64 4.49 -0.60 0.16
O -0.658 -0.153 -1.316 3.28 -7.07 -6.19 0.14
N -1.782 0.654 0.318 -3.51 -7.61 0.35 0.12
C 5.642 -0.680 0.656 3.55 7.72 -2.52 -0.07
C 3.108 -1.764 0.075 0.71 9.40 0.53 0.01
C -6.056 -0.801 -0.981 -2.16 0.65 3.31 -0.18
C -4.082 -0.763 0.336 4.15 -0.34 0.66 -0.68
C -0.574 2.125 -0.634 6.20 2.30 -5.31 -0.21
C 4.162 -2.467 0.412 -4.13 -5.18 -0.49 -0.19
C -6.514 -0.240 0.207 -0.21 1.42 1.56 -0.33
C -4.729 -1.179 -0.703 1.50 -2.84 -9.67 -0.25
C 3.277 -0.134 0.084 5.79 -4.09 -1.43 -0.20
C 0.372 2.362 0.514 -1.72 7.86 1.05 -0.70
C 5.380 -1.897 0.382 4.10 -9.39 5.02 -0.19
C -0.902 0.729 -0.658 -4.09 6.03 4.55 -0.76
C -2.546 -0.892 0.460 -3.33 8.52 8.99 0.02
C 4.704 0.280 0.199 -6.10 -5.61 1.48 -0.30
C 2.284 0.750 -0.512 0.14 1.06 3.20 -0.26
H -1.360 2.800 -0.862 -0.94 0.49 0.79 0.11
H -6.791 -0.966 -1.780 1.06 -0.21 0.11 0.11
H 0.147 2.405 -1.626 -1.79 -1.13 2.19 0.18
H -2.158 1.309 0.897 -0.84 2.31 1.49 0.08
H -7.515 0.214 0.604 1.99 -1.11 -1.21 0.09
H 6.723 -0.261 0.581 -1.70 -0.94 0.80 0.16
H -4.088 -1.665 -1.813 -1.73 1.37 3.87 0.21
H -2.397 -0.891 1.701 0.23 -1.25 -3.47 0.16
H 2.117 -1.742 -0.114 -3.25 -2.17 -0.29 0.06
H 3.747 -3.570 0.644 2.38 1.95 -0.73 0.16
H 1.110 3.463 0.176 -2.21 -3.17 1.20 0.17
H 6.184 -2.817 0.964 -1.68 2.95 -2.36 0.20
H -2.077 -1.461 -0.154 2.95 -3.99 -3.57 0.02
H -0.325 2.742 1.394 1.54 -0.39 -1.34 0.10
H 2.785 1.736 -0.751 -1.12 -1.12 -0.40 0.10
H 1.620 0.207 -1.176 -0.13 0.69 -0.26 0.07


4.
35
Properties=species:S:1:pos:R:3:forces:R:3:lowdin_charge:R:1 method="wB97M-V/def2-TZVPD" energy_ha=-841.21776 charge=0 gap_ev=9.141 lumo_ha=0.0261 smiles="CCOC(=O)Nc1ccc(Cc2ccncc2)cc1"
O -4.745 0.705 -1.277 -0.29 -0.05 -0.08 0.10
O -3.844 -0.410 0.467 0.45 0.19 -0.10 -0.02
N -2.579 1.001 -0.795 0.07 0.28 -0.33 0.15
N 5.167 -1.283 -1.246 0.37 -0.18 -0.37 0.05
C 4.164 -1.914 -0.657 -0.30 -0.13 0.20 -0.15
C 3.318 -1.315 0.260 0.15 0.11 -0.04 -0.01
C -1.338 0.890 -0.165 0.27 -0.18 0.32 -0.22
C 3.523 0.021 0.590 0.25 -0.04 -0.01 -0.23
C -1.088 0.074 0.933 -0.16 -0.07 -0.01 0.00
C -3.801 0.435 -0.575 -0.12 0.05 -0.03 -0.55
C 1.220 0.789 0.979 -0.07 0.04 0.18 -0.24
C -0.290 1.652 -0.685 -0.06 -0.03 0.01 -0.02
C 2.607 0.717 1.560 -0.04 -0.02 -0.11 -0.11
C -5.303 -2.247 -0.207 0.20 0.35 0.13 -0.06
C 4.574 0.682 -0.031 -0.11 -0.13 0.06 -0.03
C 0.967 1.600 -0.122 -0.12 -0.06 0.09 -0.03
C 5.361 -0.014 -0.935 0.05 0.23 0.02 -0.15
C -5.101 -1.045 0.704 -0.58 -0.22 -0.08 -0.21
C 0.178 0.030 1.489 0.15 0.18 -0.11 -0.03
H -5.903 -0.316 0.550 0.14 -0.10 0.12 0.12
H -0.469 2.289 -1.540 -0.02 0.07 -0.10 0.11
H -2.596 1.637 -1.583 -0.15 -0.20 0.18 0.15
H -1.878 -0.523 1.353 0.00 -0.01 0.02 0.10
H 2.981 1.724 1.760 0.02 -0.06 0.08 0.12
H 4.780 1.720 0.187 0.02 0.10 0.03 0.11
H 2.510 -1.871 0.709 -0.10 -0.09 0.02 0.11
H -5.066 -1.345 1.753 0.00 0.08 -0.12 0.12
H 0.350 -0.609 2.344 0.03 -0.06 0.09 0.11
H -5.352 -1.920 -1.243 -0.03 -0.02 -0.07 0.08
H -4.479 -2.948 -0.095 0.03 -0.10 0.02 0.08
H 2.583 0.163 2.501 0.02 0.08 0.01 0.12
H 6.190 0.468 -1.437 0.05 0.12 0.00 0.10
H 4.038 -2.951 -0.938 -0.09 -0.09 0.04 0.10
H 1.765 2.195 -0.542 0.08 0.07 -0.07 0.12
H -6.233 -2.745 0.049 -0.10 -0.08 0.02 0.08